{"formula": "C6H14O3Pt", "method": "ωB97M-V with the def2-TZVPD basis set", "species": ["C", "O", "C", "O", "C", "C", "O", "C", "Pt", "H", "H", "H", "H", "H", "H", "H", "H", "H", "H", "H", "C", "H", "H", "H"], "xyz": [[0.967, -5.175, 1.841], [2.306, -5.032, 2.192], [0.687, -4.571, 0.466], [1.298, -3.261, 0.486], [1.522, -2.599, -0.685], [2.433, -1.445, -0.508], [3.486, -1.842, 0.388], [4.531, -0.875, 0.495], [2.973, -3.356, 1.502], [0.299, -4.684, 2.578], [0.661, -6.236, 1.795], [-0.385, -4.463, 0.256], [1.172, -5.153, -0.330], [-1.036, -1.586, -1.642], [0.869, -2.756, -1.542], [1.928, -0.566, -0.064], [2.861, -1.147, -1.476], [5.302, -1.289, 1.151], [4.952, -0.684, -0.500], [4.134, 0.056, 0.922], [-2.006, -1.231, -2.049], [-1.982, -0.138, -2.148], [-2.181, -1.686, -3.031], [-2.813, -1.517, -1.363]], "lowdin_spin": [0.03, 0.40, 0.02, 0.30, 0.62, 0.10, 0.10, 0.02, 1.29, 0.01, 0.00, 0.00, 0.00, 0.00, 0.03, 0.03, 0.01, 0.01, 0.00, 0.00, 0.00, 0.00, 0.00, 0.00], "homo_lumo_gap_ev": [9.51, 8.23], "de_lowest_kcal_mol": 0.0, "homo_energy_ha": [-0.454, -0.524], "spin_multiplicity": 4, "total_charge": 1}

=====

{"formula": "C6H14O3Tb", "method": "ωB97M-V with the def2-TZVPD basis set", "species": ["C", "O", "C", "O", "C", "O", "C", "Tb", "H", "H", "H", "H", "H", "H", "H", "H", "H", "C", "H", "H", "C", "H", "H", "H"], "xyz": [[-2.618, -0.529, 1.652], [-1.476, -0.913, 2.346], [-2.813, -1.329, 0.354], [-1.577, -1.525, -0.300], [-0.917, -0.487, -1.077], [1.986, -0.139, 0.264], [3.362, -0.245, 0.533], [0.176, -1.098, 1.225], [-2.593, 0.549, 1.389], [-3.537, -0.674, 2.254], [-3.534, -0.829, -0.316], [-3.149, -2.348, 0.604], [-1.685, 0.261, -1.335], [-0.551, -1.056, -1.947], [3.583, -1.072, 1.221], [3.877, -0.484, -0.412], [3.719, 0.698, 0.977], [1.312, 0.734, -1.198], [2.294, 0.474, -1.613], [0.910, 0.559, -2.205], [0.891, 2.110, -0.724], [1.585, 2.534, 0.014], [0.779, 2.783, -1.584], [-0.025, 2.026, -0.121]], "lowdin_spin": [0.00, 0.00, 0.00, -0.07, -0.37, -0.03, 0.00, 6.51, 0.00, 0.00, 0.00, 0.00, -0.02, -0.02, 0.00, 0.00, 0.00, 0.01, 0.00, -0.01, 0.00, 0.00, 0.00, 0.00], "homo_lumo_gap_ev": [6.57, 7.88], "de_lowest_kcal_mol": 125.8, "homo_energy_ha": [-0.439, -0.431], "spin_multiplicity": 7, "total_charge": 1}

=====

{"formula": "C6H14OS2", "method": "ωB97M-V with the def2-TZVPD basis set", "species": ["S", "S", "C", "C", "C", "C", "H", "H", "H", "H", "H", "H", "H", "H", "O", "C", "C", "H", "H", "H", "H", "H", "H"], "xyz": [[0.756, 0.399, -1.844], [1.793, -0.169, -0.168], [-0.810, -0.443, -1.488], [1.683, -1.967, -0.382], [-0.656, -1.962, -1.446], [0.244, -2.472, -0.315], [-1.217, -0.046, -0.539], [-1.498, -0.140, -2.302], [2.289, -2.398, 0.438], [2.169, -2.240, -1.338], [-0.252, -2.301, -2.419], [-1.661, -2.410, -1.324], [0.261, -3.579, -0.353], [-0.188, -2.176, 0.660], [-0.843, 0.941, 1.725], [0.231, 3.143, 1.621], [-0.938, 2.268, 1.205], [-0.019, 0.544, 1.374], [0.306, 3.179, 2.720], [0.093, 4.170, 1.243], [1.176, 2.744, 1.216], [-1.886, 2.668, 1.614], [-1.031, 2.246, 0.102]], "mulliken_charge": [-0.07, -0.14, -0.45, -0.60, -0.63, -0.47, 0.18, 0.40, 0.35, 0.33, 0.30, 0.31, 0.32, 0.25, -0.53, -0.97, -0.10, 0.20, 0.26, 0.33, 0.24, 0.30, 0.18], "homo_lumo_gap_ev": 9.38, "de_lowest_kcal_mol": 0.0, "homo_energy_ha": -0.320, "total_charge": 0, "smiles": "C1CCSSC1.CCO"}

=====

{"formula": "C6H14P2", "method": "ωB97M-V with the def2-TZVPD basis set", "species": ["C", "C", "C", "C", "C", "C", "P", "P", "H", "H", "H", "H", "H", "H", "H", "H", "H", "H", "H", "H", "H", "H"], "xyz": [[-1.658, 1.375, 0.729], [-2.029, -0.176, 0.893], [-0.806, 1.339, -0.493], [-1.038, -1.089, 0.123], [-0.093, -0.023, -0.419], [2.043, -2.489, 0.401], [2.836, 1.130, -0.644], [1.396, 0.351, 0.744], [-2.701, 1.849, 0.521], [-1.157, 1.694, 1.585], [-1.905, -0.359, 1.977], [-3.033, -0.343, 0.487], [-1.566, 1.230, -1.255], [-0.129, 2.205, -0.591], [-0.623, -1.759, 0.823], [-1.517, -1.633, -0.705], [0.322, -0.197, -1.384], [2.984, -2.814, 0.902], [1.974, -2.568, -0.596], [1.152, -2.686, 0.837], [3.021, 2.255, 0.087], [4.028, 0.806, -0.055]], "mulliken_charge": [-0.76, -0.64, -0.77, -0.61, -0.34, -0.91, -0.14, 0.09, 0.27, 0.46, 0.31, 0.33, 0.35, 0.37, 0.11, 0.29, 0.60, 0.27, 0.34, 0.31, 0.03, 0.05], "homo_lumo_gap_ev": [7.21, 7.21], "de_lowest_kcal_mol": 86.0, "homo_energy_ha": [-0.293, -0.293], "total_charge": 0}

=====

{"formula": "C6H15AsF6NO2Rb", "method": "ωB97M-V with the def2-TZVPD basis set", "species": ["Rb", "As", "F", "F", "F", "F", "F", "F", "C", "O", "C", "C", "N", "C", "C", "O", "C", "H", "H", "H", "H", "H", "H", "H", "H", "H", "H", "H", "H", "H", "H", "H"], "xyz": [[-0.837, 2.322, 1.575], [-6.182, 4.738, -3.239], [-4.633, 5.289, -4.007], [-5.394, 4.612, -1.628], [-7.740, 4.248, -2.459], [-6.948, 4.792, -4.862], [-5.734, 3.032, -3.637], [-6.621, 6.531, -2.920], [4.717, 1.454, 1.118], [4.019, 0.341, 1.521], [4.210, -0.844, 0.677], [3.360, -1.958, 1.365], [1.960, -2.024, 0.916], [1.070, -3.053, 1.614], [-0.281, -3.097, 0.857], [-0.943, -1.859, 0.958], [-2.018, -1.784, 0.068], [4.337, 1.813, 0.161], [5.781, 1.242, 1.007], [4.704, 2.310, 1.792], [5.255, -1.133, 0.563], [3.958, -0.586, -0.351], [3.392, -1.799, 2.442], [3.801, -2.954, 1.334], [2.006, -2.414, -0.014], [0.777, -2.699, 2.603], [1.655, -3.943, 1.847], [-0.894, -3.749, 1.479], [-0.052, -3.486, -0.136], [-2.601, -2.700, -0.025], [-1.482, -1.731, -0.879], [-2.642, -0.911, 0.258]], "mulliken_charge": [0.99, 1.99, -0.50, -0.51, -0.49, -0.48, -0.50, -0.52, -0.76, -0.30, -0.56, -0.83, -0.28, -0.80, -0.53, -0.28, -0.73, 0.30, 0.30, 0.26, 0.41, 0.35, 0.40, 0.48, 0.21, 0.33, 0.42, 0.39, 0.40, 0.31, 0.33, 0.19], "homo_lumo_gap_ev": 7.95, "de_lowest_kcal_mol": 92.7, "homo_energy_ha": -0.373, "total_charge": 0}

=====

{"formula": "C6H15B", "method": "ωB97M-V with the def2-TZVPD basis set", "species": ["B", "C", "C", "C", "C", "C", "C", "H", "H", "H", "H", "H", "H", "H", "H", "H", "H", "H", "H", "H", "H", "H"], "xyz": [[0.425, 0.261, -0.092], [2.027, -0.020, -0.199], [-0.726, 1.058, -2.569], [-0.014, -1.978, 0.956], [-0.753, 0.103, 2.322], [-0.280, 1.568, -1.268], [-0.538, -0.535, 0.899], [2.146, -1.069, -0.535], [2.588, 0.065, 0.774], [2.709, 0.389, -0.910], [0.011, 0.932, -3.363], [-1.266, 0.159, -2.445], [-1.426, 1.726, -3.034], [-0.686, -2.552, 1.677], [1.034, -2.110, 1.375], [-0.142, -2.358, 0.069], [-1.414, -0.489, 2.897], [0.200, 0.299, 2.887], [-1.460, 0.961, 2.189], [0.332, 2.390, -1.378], [-1.238, 1.897, -0.680], [-1.529, -0.698, 0.428]], "mulliken_charge": [0.07, -1.13, -1.28, -1.77, -1.30, -0.47, 0.68, 0.35, 0.33, 0.38, 0.31, 0.36, 0.37, 0.37, 0.28, 0.60, 0.44, 0.27, 0.33, 0.46, 0.16, 0.20], "homo_lumo_gap_ev": 9.80, "de_lowest_kcal_mol": 40.1, "homo_energy_ha": -0.332, "total_charge": 0, "smiles": "CCB(C)C(C)C"}

=====

{"formula": "C6H15B", "method": "ωB97M-V with the def2-TZVPD basis set", "species": ["B", "C", "C", "C", "C", "C", "C", "H", "H", "H", "H", "H", "H", "H", "H", "H", "H", "H", "H", "H", "H", "H"], "xyz": [[-0.757, 0.276, -0.336], [-2.515, -0.067, 1.219], [-1.152, 1.343, -1.415], [1.503, 0.879, 0.576], [0.722, -1.322, 1.095], [1.361, -0.821, -1.348], [0.685, -0.288, -0.088], [-2.368, -0.825, 1.913], [-3.215, -0.493, 0.621], [-2.763, 0.942, 1.482], [-0.331, 1.894, -1.744], [-1.889, 2.025, -1.240], [-1.447, 0.745, -2.199], [1.506, 1.724, -0.143], [2.613, 0.493, 0.685], [1.036, 1.146, 1.591], [0.199, -0.927, 1.931], [1.831, -1.383, 1.316], [0.282, -2.407, 0.800], [1.210, -1.951, -1.419], [1.088, -0.298, -2.283], [2.400, -0.685, -1.014]], "mulliken_charge": [0.13, -1.25, -1.16, -1.52, -1.50, -1.36, 1.08, 0.40, 0.39, 0.31, 0.41, 0.41, 0.41, 0.38, 0.44, 0.35, 0.40, 0.41, 0.28, 0.33, 0.34, 0.34], "homo_lumo_gap_ev": 8.85, "de_lowest_kcal_mol": 78.9, "homo_energy_ha": -0.302, "total_charge": 0}

=====

{"formula": "C6H15B3Cl4O4", "method": "ωB97M-V with the def2-TZVPD basis set", "species": ["O", "C", "C", "B", "O", "B", "O", "B", "O", "H", "H", "H", "H", "H", "H", "H", "Cl", "C", "C", "Cl", "H", "H", "H", "H", "Cl", "C", "C", "Cl", "H", "H", "H", "H"], "xyz": [[4.516, -1.770, -0.112], [3.580, -0.725, -0.343], [2.646, -1.006, -1.526], [1.114, -0.944, -1.245], [0.587, -0.638, 0.009], [-0.373, -1.535, 0.455], [-1.197, -2.135, -0.482], [-0.718, -2.249, -1.777], [0.178, -1.297, -2.216], [5.134, -1.805, -0.855], [4.110, 0.219, -0.496], [3.018, -0.633, 0.584], [2.838, -2.018, -1.899], [2.862, -0.340, -2.367], [-0.447, -1.800, 1.605], [-1.015, -3.178, -2.456], [-3.039, -0.748, 2.651], [-3.884, -0.376, 1.125], [-5.364, -0.169, 1.329], [-6.195, -1.675, 1.792], [-3.689, -1.195, 0.437], [-3.444, 0.538, 0.729], [-5.812, 0.171, 0.397], [-5.555, 0.565, 2.107], [2.610, 3.497, -1.256], [1.371, 2.648, -0.292], [0.927, 3.446, 0.907], [2.220, 3.603, 2.122], [1.787, 1.692, 0.012], [0.520, 2.473, -0.949], [0.094, 2.936, 1.388], [0.619, 4.449, 0.622]], "mulliken_charge": [-0.58, -0.36, -0.49, 0.48, -0.49, 0.47, -0.54, 0.68, -0.55, 0.30, 0.31, 0.21, 0.35, 0.37, -0.11, -0.11, -0.19, -0.36, -0.51, -0.19, 0.28, 0.31, 0.34, 0.33, -0.20, 0.17, -0.43, -0.19, -0.19, 0.25, 0.26, 0.36], "homo_lumo_gap_ev": 10.74, "homo_energy_ha": -0.386, "total_charge": 0, "smiles": "OCCB1OBOBO1.ClCCCl.ClCCCl"}

=====

{"formula": "C6H15BClFHfO6S", "method": "ωB97M-V with the def2-TZVPD basis set", "species": ["Hf", "B", "H", "H", "H", "H", "Cl", "O", "S", "O", "O", "C", "C", "C", "H", "H", "H", "H", "H", "H", "H", "H", "C", "C", "O", "C", "O", "O", "F", "H", "H", "H"], "xyz": [[-4.222, 0.004, 0.579], [-2.874, 1.632, -0.934], [-4.006, 1.360, -0.996], [-2.501, 1.219, 0.084], [-2.284, 1.154, -1.800], [-2.835, 2.784, -0.930], [-1.953, -1.374, 0.440], [0.812, 1.119, -3.223], [1.679, 1.440, -2.127], [3.066, 1.060, -2.094], [1.616, 3.039, -1.875], [2.449, 3.685, -0.934], [2.226, 5.198, -1.116], [0.898, 0.805, -0.602], [3.498, 3.487, -1.155], [2.205, 3.440, 0.102], [2.466, 5.516, -2.130], [2.712, 5.854, -0.399], [1.150, 5.387, -1.046], [1.674, 0.832, 0.162], [0.576, -0.220, -0.763], [0.060, 1.427, -0.296], [-1.175, -4.383, 2.816], [0.052, -4.275, 1.865], [0.289, -5.627, 1.525], [-0.870, -6.296, 1.632], [-1.095, -7.332, 1.093], [-1.747, -5.603, 2.389], [1.123, -3.660, 2.383], [-1.814, -3.539, 2.551], [-0.944, -4.350, 3.878], [-0.231, -3.782, 0.924]], "mulliken_charge": [1.49, 0.35, -0.10, -0.07, 0.13, 0.10, -0.08, -0.56, 1.19, -0.58, -0.26, -0.08, -1.27, -0.88, 0.31, 0.30, 0.32, 0.38, 0.32, 0.43, 0.30, 0.18, -0.14, 0.44, -0.31, 0.62, -0.43, -0.32, -0.28, 0.05, 0.35, 0.09], "homo_lumo_gap_ev": 1.88, "de_lowest_kcal_mol": 24.0, "homo_energy_ha": -0.578, "total_charge": 2}

=====

{"formula": "C6H15Ba3F3O5", "method": "ωB97M-V with the def2-TZVPD basis set", "species": ["Ba", "Ba", "Ba", "O", "H", "C", "O", "O", "C", "F", "F", "F", "C", "C", "H", "H", "H", "H", "H", "H", "C", "O", "H", "H", "H", "H", "C", "O", "H", "H", "H", "H"], "xyz": [[-1.382, 6.954, 1.671], [-3.219, 1.352, 3.937], [3.468, 3.594, 4.841], [0.600, 2.727, 1.941], [1.149, 2.234, 1.301], [-3.341, -2.861, 0.084], [-2.277, -2.607, 0.939], [-4.363, -1.944, 0.420], [-2.896, -3.024, -1.429], [-1.669, -2.827, -1.660], [-3.117, -4.256, -1.940], [-3.510, -2.249, -2.317], [-1.409, -3.743, 1.186], [-0.331, -3.378, 2.251], [-0.743, -2.975, 3.176], [0.340, -4.211, 2.463], [0.441, -2.721, 1.849], [-1.018, -4.202, 0.278], [-2.017, -4.501, 1.681], [-3.806, -3.817, 0.325], [4.815, 0.821, -0.240], [5.038, 0.597, 1.135], [5.788, 0.929, -0.718], [4.403, -0.050, -0.750], [4.253, 1.734, -0.435], [5.780, -0.003, 1.234], [-0.229, 4.386, -3.511], [0.000, 5.691, -2.962], [-1.050, 4.382, -4.227], [0.725, 4.142, -3.979], [-0.411, 3.573, -2.807], [-0.009, 6.253, -3.740]], "mulliken_charge": [1.58, 1.56, 1.80, -1.06, 0.28, 0.04, -0.25, -0.51, 0.85, -0.23, -0.28, -0.26, -0.22, -1.25, 0.25, 0.40, 0.33, 0.36, 0.32, 0.28, -0.55, -0.53, 0.29, 0.26, 0.20, 0.33, -0.53, -0.55, 0.27, 0.26, 0.21, 0.34], "homo_lumo_gap_ev": 1.87, "de_lowest_kcal_mol": 270.1, "homo_energy_ha": -0.552, "total_charge": 4}

=====

{"formula": "C6H15BrOSi", "method": "ωB97M-V with the def2-TZVPD basis set", "species": ["C", "C", "C", "C", "C", "C", "O", "Si", "Br", "H", "H", "H", "H", "H", "H", "H", "H", "H", "H", "H", "H", "H", "H", "H"], "xyz": [[-2.206, 1.533, -1.920], [1.701, -2.088, 0.723], [-0.591, -1.928, 1.426], [-1.617, 2.048, -0.614], [2.345, 1.899, -0.196], [0.629, -1.069, 1.144], [-0.939, 1.020, 0.089], [0.412, 0.209, -0.272], [2.131, 2.966, -1.764], [-1.394, 1.387, -2.566], [-2.721, 0.606, -1.861], [-2.899, 2.215, -2.120], [1.324, -2.514, -0.341], [2.725, -1.915, 0.631], [1.755, -2.985, 1.285], [-0.957, -2.106, 0.521], [-1.302, -1.340, 2.132], [-0.299, -2.781, 1.913], [-2.572, 2.250, 0.122], [-0.864, 2.893, -0.785], [2.216, 2.376, 0.820], [3.265, 1.486, -0.092], [0.973, -0.502, 1.949], [0.217, -0.441, -1.511]], "mulliken_charge": [-1.33, -1.41, -1.54, -0.05, -0.95, 0.43, -0.06, 0.10, -0.19, 0.35, 0.32, 0.49, 0.26, 0.41, 0.38, 0.47, 0.24, 0.53, 0.21, 0.21, 0.35, 0.50, 0.38, -0.12], "homo_lumo_gap_ev": 9.26, "de_lowest_kcal_mol": 1.3, "homo_energy_ha": -0.310, "total_charge": 0}

=====

{"formula": "C6H15Cl3NO2S", "method": "ωB97M-V with the def2-TZVPD basis set", "species": ["N", "C", "C", "C", "C", "S", "O", "O", "Cl", "H", "H", "H", "H", "H", "H", "H", "H", "H", "H", "H", "Cl", "C", "C", "Cl", "H", "H", "H", "H"], "xyz": [[1.062, 0.642, 1.222], [1.193, -0.840, 1.526], [1.826, -1.550, 0.333], [0.833, -2.279, -0.593], [0.236, -1.436, -1.731], [1.466, -0.388, -2.480], [2.671, -1.126, -2.674], [1.481, 0.839, -1.728], [0.672, 0.001, -4.279], [1.875, 0.976, 0.699], [0.219, 0.831, 0.661], [0.981, 1.178, 2.086], [0.192, -1.191, 1.765], [1.811, -0.929, 2.417], [2.389, -0.799, -0.220], [2.574, -2.258, 0.683], [-0.035, -2.597, -0.007], [1.295, -3.186, -0.976], [-0.201, -2.066, -2.503], [-0.542, -0.752, -1.384], [-2.279, 0.089, 1.173], [-2.969, 1.713, 1.510], [-2.768, 2.647, 0.346], [-1.036, 3.016, 0.082], [-2.493, 2.084, 2.412], [-4.031, 1.568, 1.699], [-3.272, 3.592, 0.539], [-3.148, 2.223, -0.579]], "mulliken_charge": [-0.07, -0.52, -0.65, -0.80, -0.61, 0.99, -0.50, -0.52, -0.19, 0.36, -0.14, 0.40, 0.29, 0.38, 0.45, 0.38, 0.41, 0.36, 0.54, 0.27, -0.15, -0.49, -0.42, -0.16, 0.31, 0.38, 0.37, 0.31], "homo_lumo_gap_ev": 11.62, "homo_energy_ha": -0.532, "total_charge": 1}